# C46H43Cl2N3O4PRuS2

A molecular structure, C46H43Cl2N3O4PRuS2 (ωB97M-V/def2-TZVPD, the Open Molecules 2025 dataset).

ΔE to the lowest compared entry with this formula, charge and spin in kJ/mol: 28.41
Energy in Eh: -4396.442620
Net charge: +2
Spin multiplicity: 6
HOMO-LUMO gap (alpha / beta) in hartree: 0.2937 / 0.2305
⟨S²⟩: 8.761

```
102
Properties=species:S:1:pos:R:3:forces:R:3
Ru -0.232 -0.301 0.340 0.2 0.1 0.1
O -0.995 -0.081 -1.742 -0.1 -0.4 0.1
S -1.448 0.025 -3.190 0.0 0.2 0.0
C -2.797 -1.206 -3.452 0.0 0.0 0.0
C -3.432 -1.659 -2.149 0.0 0.0 0.0
C -4.368 -0.610 -1.545 0.1 0.0 -0.1
C -4.877 -0.979 -0.157 0.0 0.0 0.1
S -3.711 -0.649 1.195 0.1 -0.1 -0.1
O -2.347 -0.957 0.582 -0.1 0.1 0.1
C -3.840 1.111 1.332 0.0 0.1 0.0
C -3.174 1.979 0.472 0.0 0.0 0.1
C -3.334 3.342 0.649 0.0 0.0 0.0
C -4.148 3.826 1.670 0.0 0.0 0.0
C -4.796 2.951 2.527 0.0 0.0 0.0
C -4.638 1.580 2.366 0.0 0.0 0.0
C -0.170 -0.731 -4.166 0.0 0.1 -0.1
C 0.879 -1.400 -3.565 0.0 -0.1 0.0
C 1.876 -1.937 -4.368 0.0 0.0 0.0
C 1.816 -1.792 -5.747 0.0 0.0 0.0
C 0.758 -1.106 -6.334 0.0 0.0 0.0
C -0.241 -0.561 -5.542 0.0 0.0 0.0
H -2.374 -2.031 -4.020 0.0 -0.1 0.1
H -3.515 -0.678 -4.083 0.0 0.0 0.0
H -2.647 -1.904 -1.444 0.0 0.0 0.0
H -3.986 -2.580 -2.350 0.0 0.0 0.0
H -5.237 -0.488 -2.195 0.0 0.0 0.0
H -3.879 0.367 -1.513 0.0 0.0 0.0
H -5.114 -2.042 -0.076 0.0 0.0 0.0
H -5.773 -0.417 0.116 0.0 0.0 0.0
H -2.531 1.596 -0.310 0.0 0.0 0.0
H -2.826 4.038 -0.009 0.0 0.0 0.0
H -4.268 4.895 1.798 0.0 0.0 0.0
H -5.418 3.330 3.328 0.0 0.0 0.0
H -5.124 0.886 3.043 0.0 0.0 0.0
H 0.919 -1.487 -2.488 0.0 0.0 0.0
H 2.704 -2.468 -3.914 0.0 0.0 0.0
H 2.597 -2.208 -6.369 0.0 0.0 0.0
H 0.717 -0.985 -7.408 0.0 0.0 0.0
H -1.054 -0.005 -5.997 0.0 0.0 0.0
N 2.725 -1.921 -0.001 -0.1 0.0 0.1
P 2.345 -0.625 1.026 -0.1 0.0 -0.1
C 2.629 -1.175 2.722 0.0 0.0 0.0
C 3.070 -2.462 3.009 0.0 0.0 0.0
C 3.220 -2.865 4.330 0.0 0.0 0.0
C 2.925 -1.987 5.363 0.0 0.0 0.0
C 2.473 -0.703 5.079 0.0 0.0 0.0
C 2.318 -0.298 3.763 0.0 0.0 0.0
C 3.600 0.617 0.650 0.0 0.0 0.0
C 3.473 1.863 1.273 0.0 0.0 0.0
C 4.381 2.875 1.004 0.0 0.0 0.0
C 5.420 2.655 0.109 0.0 0.0 0.0
C 5.547 1.423 -0.517 0.0 0.0 0.0
C 4.639 0.407 -0.253 0.0 0.0 0.0
C 1.746 -2.858 -0.323 0.0 0.1 0.0
C 2.107 -4.132 -0.764 0.0 -0.1 0.0
C 1.112 -5.036 -1.065 0.0 0.0 0.0
C -0.222 -4.668 -0.898 0.0 0.0 0.0
C -0.491 -3.395 -0.463 0.0 0.0 0.0
N 0.469 -2.488 -0.206 0.0 0.0 -0.1
H 3.667 -2.288 -0.012 0.0 0.0 0.0
H 3.293 -3.164 2.214 0.0 0.0 0.0
H 3.569 -3.865 4.550 0.0 0.0 0.0
H 3.046 -2.302 6.391 0.0 0.0 0.0
H 2.239 -0.019 5.884 0.0 0.0 0.0
H 1.940 0.695 3.554 0.0 0.0 0.0
H 2.664 2.050 1.974 0.0 0.0 0.0
H 4.278 3.834 1.494 0.0 0.0 0.0
H 6.128 3.445 -0.103 0.0 0.0 0.0
H 6.357 1.250 -1.214 0.0 0.0 0.0
H 4.750 -0.540 -0.768 0.0 0.0 0.0
H 3.153 -4.396 -0.852 0.0 0.0 0.0
H 1.370 -6.029 -1.408 0.0 0.0 0.0
H -1.029 -5.360 -1.092 0.0 0.0 0.0
H -1.504 -3.061 -0.281 0.0 0.0 0.0
Cl -3.158 1.534 6.984 0.0 0.0 0.0
C -2.284 1.364 5.505 0.0 0.0 0.0
C -1.849 2.508 4.833 0.0 0.0 0.0
C -1.173 2.389 3.642 0.0 0.0 0.0
Cl -0.590 3.805 2.836 0.0 0.0 0.0
C -0.925 1.133 3.049 -0.1 0.0 0.0
O -0.352 1.089 1.876 0.0 0.0 -0.1
C -1.310 -0.008 3.784 0.0 0.0 0.0
C -0.929 -1.344 3.374 0.1 0.0 -0.1
O -0.359 -1.659 2.332 -0.1 0.0 0.1
C -1.992 0.121 5.004 0.0 -0.1 0.0
H -2.037 3.488 5.253 0.0 0.0 0.0
H -1.165 -2.144 4.091 0.0 0.0 0.0
H -2.279 -0.769 5.553 0.0 0.0 0.0
N 0.599 1.850 -0.447 0.1 0.1 0.0
C 0.799 2.197 -1.824 -0.1 0.0 0.0
C -0.097 3.039 -2.470 0.0 0.0 0.0
C 0.081 3.341 -3.813 0.0 0.0 0.0
C 1.152 2.803 -4.513 0.0 0.0 0.0
C 2.046 1.965 -3.862 0.0 0.0 0.0
C 1.870 1.656 -2.521 0.0 0.0 0.0
H -0.091 2.451 -0.003 0.0 0.0 0.0
H 1.455 1.987 0.085 0.0 0.0 -0.1
H -0.929 3.469 -1.920 0.0 0.0 0.0
H -0.615 4.006 -4.309 0.0 0.0 0.0
H 1.295 3.046 -5.558 0.0 0.0 0.0
H 2.886 1.544 -4.401 0.0 0.0 0.0
H 2.568 0.998 -2.016 0.0 0.0 0.0
```
Positions in Å, forces in eV/Å.

---

# C20H28AlN6P2

A molecular structure, C20H28AlN6P2 at a distorted geometry (ωB97M-V/def2-TZVPD, the Open Molecules 2025 dataset).

ΔE to the lowest compared entry with this formula, charge and spin in kJ/mol: 311.02
Energy in Eh: -2032.034207
Net charge: +1
Spin multiplicity: 1
HOMO-LUMO gap (alpha / beta) in hartree: 0.1766 / 0.1766

```
57
Properties=species:S:1:pos:R:3:forces:R:3
C -1.781 2.919 -3.776 0.6 -1.3 1.0
C -1.480 1.571 -3.455 -1.0 0.3 -0.9
C -0.157 1.084 -3.849 0.8 1.5 0.9
C 0.779 2.071 -3.356 1.0 -1.0 0.0
C 0.586 3.418 -3.652 -0.8 0.5 0.6
C -0.694 3.798 -3.958 -0.5 0.8 -0.9
C 1.915 1.558 -2.676 1.2 0.8 -1.3
C 2.357 0.287 -3.143 -0.8 1.0 -0.1
C 1.332 -0.590 -3.671 1.0 0.9 1.3
C 1.548 -1.890 -3.039 0.4 -1.0 -0.9
C 2.871 -2.402 -3.052 -1.0 1.4 0.4
C 3.931 -1.473 -3.209 0.2 -0.7 -0.5
C 3.689 -0.122 -3.145 0.7 -0.7 0.6
H -2.825 3.271 -3.818 0.6 -0.1 0.4
H 1.438 4.100 -3.664 -0.4 -0.1 0.2
H -0.901 4.786 -4.322 0.0 0.4 -0.1
H 2.659 2.264 -2.153 -1.1 -1.1 -0.9
H 3.065 -3.468 -2.902 -0.1 0.4 0.3
H 4.926 -1.854 -3.319 0.4 -0.1 0.0
H 4.495 0.624 -3.129 -0.4 -0.4 0.3
N 0.243 -0.110 -4.317 -2.0 -1.7 3.6
Al 0.465 0.512 0.369 -1.4 -2.0 -0.5
C -2.372 0.741 -2.506 0.3 0.0 -1.5
H -2.384 -0.299 -2.861 -0.2 0.1 0.3
H -3.427 1.142 -2.491 1.0 -0.4 0.2
C 0.451 -2.538 -2.211 0.1 -0.2 -1.0
H -0.513 -2.409 -2.716 0.0 -0.1 0.1
H 0.655 -3.638 -2.072 -0.3 1.0 0.0
P -1.783 0.706 -0.712 -0.8 1.2 0.4
P 0.162 -1.871 -0.429 1.5 -1.2 -0.7
C 1.464 -2.794 0.456 0.2 -0.2 -0.1
H 1.332 -2.705 1.536 0.0 0.0 0.0
H 1.418 -3.854 0.168 0.1 0.2 0.2
H 2.450 -2.392 0.188 -0.2 -0.1 0.0
C -1.307 -2.921 -0.067 -0.1 0.2 0.0
H -0.994 -3.971 0.016 0.0 0.3 -0.1
H -1.789 -2.622 0.861 -0.1 -0.1 0.1
H -2.029 -2.848 -0.889 0.1 0.0 0.2
C -2.151 2.382 -0.099 -0.4 0.3 -0.5
H -3.179 2.634 -0.405 0.3 0.2 0.2
H -2.069 2.391 0.993 -0.1 0.1 -0.3
H -1.442 3.092 -0.541 -0.2 0.0 0.1
C -3.190 -0.180 0.061 -0.2 -0.1 -0.3
H -3.072 -0.170 1.143 -0.1 -0.1 -0.2
H -4.113 0.355 -0.212 0.2 -0.2 0.1
H -3.255 -1.208 -0.297 -0.1 0.2 0.1
H 1.136 1.070 -0.911 -0.5 0.6 -3.7
H 1.818 1.088 0.027 1.7 0.2 2.4
N -2.733 0.653 4.591 -0.3 0.4 -0.9
N -1.548 0.653 3.881 0.7 -1.5 -1.6
N -0.426 0.209 4.473 -0.6 0.6 -1.1
C 0.369 0.019 3.433 0.4 0.1 -0.6
N -0.224 0.296 2.233 -2.2 0.2 2.6
N -1.516 0.645 2.538 1.5 0.2 2.2
H -3.399 1.329 4.202 0.5 -0.2 0.2
H -2.552 0.798 5.571 0.3 0.1 0.2
H 1.399 -0.320 3.522 -0.3 0.2 0.0
```
Positions in Å, forces in eV/Å.

---

# CH2N2S

A single CH2N2S molecule at a distorted geometry (ωB97M-V/def2-TZVPD, the Open Molecules 2025 dataset).

ΔE to the lowest compared entry with this formula, charge and spin in kJ/mol: 242.78
Energy in Eh: -546.869034
Spin multiplicity: 1
SMILES string: N#CNS
HOMO-LUMO gap (alpha / beta) in hartree: 0.3172 / 0.3172

```
6
Properties=species:S:1:pos:R:3:forces:R:3
N -1.148 2.213 -1.804 2.3 -8.4 9.5
C -0.907 1.312 -0.787 -2.4 8.2 -9.1
N -0.679 0.415 0.144 -0.1 -0.3 0.6
S 1.002 -0.324 0.222 -2.2 0.3 3.6
H -1.466 0.220 0.839 2.0 0.0 -1.3
H 1.193 -0.195 -1.000 0.3 0.3 -3.3
```
Positions in Å, forces in eV/Å.